Entry 1:
This record from the OMol25 dataset describes C21H24N4O4S in the gas phase at a distorted geometry. The level of theory is ωB97M-V with the def2-TZVPD basis set.

Positions of all 54 atoms, in Å:
C -7.16554 -0.97841 -0.35360
H -7.30683 -1.97106 -0.77804
O -5.80635 -0.67860 -0.54128
C -5.31219 0.46838 -0.00987
C -6.08387 1.48087 0.54893
C -5.49886 2.66141 0.97666
C -4.13754 2.85839 0.84318
C -3.35254 1.84927 0.31386
C -3.91969 0.64936 -0.08694
N -3.08940 -0.36034 -0.60109
C -3.13090 -1.65825 -0.22159
O -3.88677 -2.14283 0.58796
C -2.07434 -2.50121 -0.94082
H -2.42052 -3.53211 -1.00531
H -1.82431 -2.10869 -1.92449
S -0.53060 -2.60133 0.02146
C 0.12957 -1.02283 -0.27409
N -0.37654 -0.08615 -1.03499
N 0.44735 0.97311 -0.97908
C 1.44664 0.67822 -0.19157
N 1.28631 -0.59244 0.30585
C 2.21557 -1.39532 1.04477
H 2.77974 -0.74900 1.71656
H 1.65648 -2.13749 1.62048
C 3.18476 -2.10860 0.07410
C 4.32290 -2.79903 0.82935
H 4.70056 -3.63653 0.24318
C 5.37109 -1.68947 0.90502
H 5.17468 -1.02986 1.75083
C 5.14530 -0.95034 -0.41474
H 5.78717 -1.35358 -1.20815
O 3.79138 -1.16315 -0.78671
H 5.32266 0.12569 -0.33518
H 6.38523 -2.07141 0.99060
H 4.00873 -3.16206 1.80484
H 2.60239 -2.79952 -0.54691
C 2.55200 1.55705 0.10361
C 3.19040 2.36300 -0.80729
O 4.18311 3.03922 -0.20094
C 4.18193 2.69049 1.09886
C 3.20610 1.78192 1.35090
H 2.95595 1.36654 2.30634
H 4.91049 3.15396 1.73369
C 2.96258 2.54725 -2.26015
H 2.95992 3.60667 -2.50783
H 3.75366 2.06433 -2.83389
H 2.00568 2.10797 -2.52363
H -2.21970 -0.04133 -1.04117
H -2.28540 1.98038 0.20768
H -3.68525 3.78690 1.15564
H -6.12075 3.43433 1.40304
H -7.15191 1.36223 0.64051
H -7.81247 -0.26479 -0.87685
H -7.42809 -1.00119 0.70827

HOMO-LUMO gap	0.3109	Ha
calculated total energy	-1732.79003	Eh
charge	0
multiplicity	1
max |F|	1.12	eV/A
structure (SMILES)	COc1ccccc1NC(=O)CSc1nnc(-c2ccoc2C)n1C[C@@H]1CCCO1
relative energy (zero: lowest compared OMol25 entry of this formula, charge and spin)	55.4	kcal per mole

For each atom in turn, the natural (NBO) charge in e is: atom 1 (C): -0.2470, atom 2 (H): 0.2008, atom 3 (O): -0.4847, atom 4 (C): 0.2808, atom 5 (C): -0.2863, atom 6 (C): -0.2065, atom 7 (C): -0.2384, atom 8 (C): -0.2254, atom 9 (C): 0.1711, atom 10 (N): -0.6608, atom 11 (C): 0.6657, atom 12 (O): -0.5986, atom 13 (C): -0.6009, atom 14 (H): 0.2572, atom 15 (H): 0.2452, atom 16 (S): 0.2771, atom 17 (C): 0.1850, atom 18 (N): -0.3683, atom 19 (N): -0.2828, atom 20 (C): 0.3437, atom 21 (N): -0.3616, atom 22 (C): -0.2401, atom 23 (H): 0.2195, atom 24 (H): 0.2257, atom 25 (C): 0.0925, atom 26 (C): -0.4303, atom 27 (H): 0.2179, atom 28 (C): -0.4358, atom 29 (H): 0.2036, atom 30 (C): -0.0669, atom 31 (H): 0.1726, atom 32 (O): -0.5331, atom 33 (H): 0.1902, atom 34 (H): 0.2245, atom 35 (H): 0.2182, atom 36 (H): 0.1972, atom 37 (C): -0.1979, atom 38 (C): 0.3607, atom 39 (O): -0.3971, atom 40 (C): 0.0827, atom 41 (C): -0.3000, atom 42 (H): 0.2257, atom 43 (H): 0.2066, atom 44 (C): -0.6706, atom 45 (H): 0.2303, atom 46 (H): 0.2258, atom 47 (H): 0.2607, atom 48 (H): 0.4427, atom 49 (H): 0.2200, atom 50 (H): 0.2125, atom 51 (H): 0.2106, atom 52 (H): 0.2160, atom 53 (H): 0.1704, atom 54 (H): 0.1797

***

Entry 2:
This record from the OMol25 dataset describes 2 unconnected molecules or ions with the total composition C4H10NO2S at a distorted geometry. The level of theory is ωB97M-V with the def2-TZVPD basis set.

Positions of all 18 atoms, in Å:
C -0.80900 1.08217 0.17491
N -0.98986 -0.25114 0.70765
C -1.74514 -0.46862 1.78516
O -2.10573 -1.53928 2.23557
C 0.63464 1.52037 0.08922
C 1.65534 0.54258 -0.52895
S 1.42275 0.24464 -2.31110
H -1.20037 1.14065 -0.84846
H -1.40218 1.77094 0.76229
H -0.64960 -1.01050 0.13609
H -1.98011 0.47611 2.26731
H 0.71482 2.40116 -0.54258
H 1.00387 1.85073 1.07380
H 2.64108 0.98872 -0.30476
H 1.65603 -0.40952 -0.02631
H 0.59043 -2.18068 -2.03259
H 0.55419 -3.45019 -1.17514
O 0.00882 -2.70814 -1.46209

HOMO-LUMO gap	0.2462	Ha
calculated total energy	-761.89602	Eh
charge	-1
multiplicity	1
max |F|	1.08	eV/A
relative energy (zero: lowest compared OMol25 entry of this formula, charge and spin)	15.9	kcal per mole

For each atom in turn, the natural (NBO) charge in e is: atom 1 (C): -0.2234, atom 2 (N): -0.6063, atom 3 (C): 0.5300, atom 4 (O): -0.6524, atom 5 (C): -0.4192, atom 6 (C): -0.5211, atom 7 (S): -0.7266, atom 8 (H): 0.2127, atom 9 (H): 0.1797, atom 10 (H): 0.4369, atom 11 (H): 0.0766, atom 12 (H): 0.2069, atom 13 (H): 0.1705, atom 14 (H): 0.1763, atom 15 (H): 0.1785, atom 16 (H): 0.5057, atom 17 (H): 0.4536, atom 18 (O): -0.9786

***

Entry 3:
This record from the OMol25 dataset describes CH3N5 in the gas phase. The level of theory is ωB97M-V with the def2-TZVPD basis set.

Positions of all 9 atoms, in Å:
N 0.85260 -0.50618 -1.42400
C 0.17120 -0.11044 -0.29994
N -0.64219 0.92359 -0.14212
N -0.90007 0.82013 1.16954
N -0.28288 -0.16009 1.77627
N 0.38950 -0.78611 0.86262
H 0.49002 -0.31726 -2.34452
H 1.25070 -1.42669 -1.30811
H -1.32801 1.55308 1.71627

HOMO-LUMO gap	0.3833	Ha
calculated total energy	-313.65896	Eh
charge	0
multiplicity	1
max |F|	0.44	eV/A
structure (SMILES)	Nc1nn[nH]n1
relative energy (zero: lowest compared OMol25 entry of this formula, charge and spin)	0.0	kcal per mole

For each atom in turn, the natural (NBO) charge in e is: atom 1 (N): -0.8098, atom 2 (C): 0.4221, atom 3 (N): -0.3186, atom 4 (N): -0.1720, atom 5 (N): -0.0180, atom 6 (N): -0.3128, atom 7 (H): 0.3984, atom 8 (H): 0.3996, atom 9 (H): 0.4111